ORCA calculation (ωB97M-V with the def2-TZVPD basis set) on C3H6N2O in the gas phase.

Positions of all 12 atoms, in Å:
1 C -1.07402 -1.10361 0.48234
2 N -0.22501 -0.59438 -0.57939
3 C 0.58894 0.51487 -0.27878
4 N 0.08012 1.81009 -0.21713
5 C 1.91402 0.16282 -0.32547
6 O 3.07566 0.09047 -0.17478
7 H -0.52314 -1.42291 1.37542
8 H -1.63642 -1.95604 0.10392
9 H -1.77918 -0.32333 0.77348
10 H 0.45245 -1.29355 -1.00380
11 H -0.67887 1.99260 -0.86415
12 H -0.19454 2.12296 0.70832

Results
energy	-8233.8614	eV
multiplicity	1
HOMO-LUMO gap	8.29	eV
lowest unoccupied orbital energy	0.64	eV
F_max	3.320	eV Å⁻¹
SMILES	CNC(N)=C=O

ORCA calculation (ωB97M-V with the def2-TZVPD basis set) on a molecular structure, C2EuF6NO4S2.

Positions of all 16 atoms, in Å:
1 O 2.72705 -1.95632 3.10081
2 Eu 1.70323 -1.20847 1.45748
3 N 1.03945 -3.75358 -1.86283
4 S 1.86549 -4.40802 -0.53721
5 O 2.41816 -5.75481 -0.87852
6 C 0.32013 -4.80856 0.44468
7 F -0.50132 -5.59487 -0.22874
8 F -0.30483 -3.68611 0.76684
9 F 0.70167 -5.43002 1.55334
10 S 1.00452 -2.19861 -2.05004
11 O 1.08197 -1.41630 -0.77314
12 O -0.05887 -1.78530 -2.94908
13 C 2.59246 -1.67747 -2.88530
14 F 3.62093 -2.02795 -2.12917
15 F 2.68713 -2.27463 -4.05820
16 F 2.59443 -0.36808 -3.05179

Results
energy	-69056.9800	eV
net charge	-1
multiplicity	8
HOMO-LUMO gap (spin up / spin down)	5.05 / 5.41	eV
lowest unoccupied orbital energy (spin up / spin down)	2.24 / 2.07	eV
F_max	3.446	eV Å⁻¹

ORCA calculation (ωB97M-V with the def2-TZVPD basis set) on a gas-phase ion, C2H7N4S (charge +1).

Positions of all 14 atoms, in Å:
1 C -1.96097 -0.31127 0.24749
2 C 2.78198 -0.96448 -0.10904
3 N -3.74920 1.31034 -0.32696
4 N -2.93289 0.35371 0.03835
5 N 0.72918 0.23350 0.11939
6 N 1.88008 0.00319 0.52293
7 S -0.75230 -1.16569 0.76833
8 H 3.38967 -0.53980 -0.98164
9 H 3.73833 -1.20742 0.45781
10 H 2.16106 -1.81149 -0.43750
11 H -3.78508 2.08126 0.34814
12 H 0.58468 0.25871 -0.88606
13 H 1.92224 0.13982 1.48999
14 H -4.00678 1.61962 -1.25121

Results
energy	-18969.9365	eV
net charge	+1
multiplicity	3
HOMO-LUMO gap (spin up / spin down)	7.84 / 7.32	eV
lowest unoccupied orbital energy (spin up / spin down)	-3.12 / -6.58	eV
F_max	4.855	eV Å⁻¹

ORCA calculation (ωB97M-V with the def2-TZVPD basis set) on 11 unconnected molecules or ions with the total composition C20H48Cl2F12N5O10.

Positions of all 97 atoms, in Å:
1 N -3.49971 2.17756 1.93367
2 H -2.68390 1.87462 1.42104
3 H -4.24161 1.72549 1.41857
4 H -3.67579 3.16686 1.83188
5 H -3.52029 1.82788 2.88098
6 N -2.28797 -2.37646 -1.60626
7 H -2.91920 -1.58830 -1.58501
8 H -2.65199 -3.17046 -1.09916
9 H -1.56328 -2.12749 -0.94829
10 H -1.81695 -2.68972 -2.44299
11 N -2.51768 -1.22655 1.88516
12 H -3.08824 -1.71611 1.21070
13 H -1.90270 -1.73772 2.50208
14 H -3.09396 -0.72310 2.54436
15 H -1.89756 -0.59354 1.40053
16 N 0.09749 1.00535 3.48744
17 H -0.14743 1.16784 2.52115
18 H -0.31605 0.11326 3.71821
19 H -0.36024 1.70578 4.05311
20 H 1.10390 0.96623 3.56307
21 N -0.17800 -3.60237 2.41378
22 H -1.02945 -4.04611 2.10037
23 H -0.04521 -2.84052 1.76411
24 H 0.61307 -4.22685 2.47968
25 H -0.33704 -3.12274 3.28828
26 O -0.98586 1.11357 1.01034
27 C -0.11690 0.67580 -0.01441
28 C 0.54006 -0.79260 -0.08382
29 O -0.14979 -1.95518 0.22455
30 H 0.64564 1.43152 -0.20284
31 H -0.59973 0.84744 -0.97645
32 H 1.27600 -0.85009 0.71816
33 H 1.01443 -0.93802 -1.05434
34 C 4.14049 4.05612 1.26870
35 C 2.97214 3.13127 1.47006
36 O 3.52965 1.80840 1.60586
37 C 3.33576 0.95733 2.67598
38 O 2.74149 1.26426 3.71489
39 C 3.88365 -0.49777 2.46188
40 F 4.33492 -0.62720 1.18993
41 F 4.96489 -0.73154 3.28140
42 F 2.95696 -1.35126 2.80031
43 H 5.00704 3.64619 0.74990
44 H 4.59318 4.32047 2.22437
45 H 3.78603 4.92530 0.71464
46 H 2.25929 3.19512 0.64795
47 H 2.42408 3.47518 2.34723
48 C -1.49849 3.01216 -2.91512
49 C -2.70956 2.48789 -2.18428
50 O -3.89747 3.28344 -2.44284
51 C -4.58953 3.89419 -1.44938
52 O -4.34398 3.88668 -0.23196
53 C -5.93172 4.48249 -2.09328
54 F -5.78145 5.76159 -2.11462
55 F -6.19447 3.90776 -3.30406
56 F -6.95781 4.25740 -1.26928
57 H -0.89805 2.15910 -3.23111
58 H -0.90249 3.56122 -2.18614
59 H -1.72228 3.61420 -3.79579
60 H -2.51731 2.25781 -1.13632
61 H -2.81334 1.52012 -2.67493
62 C 1.71299 -6.07952 -0.13672
63 C 2.43622 -4.94955 0.52224
64 O 3.27382 -5.26435 1.59115
65 C 2.69216 -5.51159 2.86955
66 O 1.47741 -5.49373 3.16135
67 C 3.73224 -5.96585 3.96896
68 F 5.00257 -6.06024 3.50072
69 F 3.77789 -5.09756 4.98369
70 F 3.42130 -7.17379 4.35991
71 H 1.04788 -5.58949 -0.84777
72 H 1.10071 -6.66750 0.54701
73 H 2.42993 -6.67156 -0.70557
74 H 1.74330 -4.16125 0.81640
75 H 3.02166 -4.45033 -0.24986
76 C 0.55365 0.69618 -5.54471
77 C 0.91179 -0.06021 -4.29935
78 O 1.22372 -1.40451 -4.73777
79 C 0.57009 -2.58630 -4.48142
80 O -0.31295 -2.70052 -3.61846
81 C 0.97043 -3.76135 -5.40856
82 F 2.10617 -4.30522 -5.10526
83 F 0.09084 -4.78524 -5.41644
84 F 1.05945 -3.26554 -6.68011
85 H 1.26716 0.53549 -6.35290
86 H 0.31195 1.73700 -5.32937
87 H -0.40991 0.32746 -5.89641
88 H 0.14052 0.05635 -3.53800
89 H 1.78235 0.34927 -3.78697
90 Cl 0.98724 6.07605 0.55346
91 C -0.26212 4.89756 0.98458
92 C -1.59145 5.65203 1.22720
93 Cl -1.43694 7.15748 2.36721
94 H -0.03929 4.33987 1.89420
95 H -0.23431 4.12907 0.21209
96 H -2.22495 4.91626 1.72259
97 H -2.16924 6.00189 0.37171

Results
energy	-107069.2282	eV
net charge	+3
multiplicity	1
HOMO-LUMO gap	6.75	eV
lowest unoccupied orbital energy	-9.84	eV
F_max	4.871	eV Å⁻¹

ORCA calculation (ωB97M-V with the def2-TZVPD basis set) on C10H11FN2O in the gas phase.

Positions of all 25 atoms, in Å:
1 F -2.63196 -0.38469 0.68305
2 N -1.85610 -1.26289 -0.17839
3 C -0.74194 -1.48666 0.38201
4 C 0.15668 -2.36532 -0.35688
5 C 1.32105 -2.76536 0.10058
6 C 1.79013 -2.11563 1.36736
7 C 1.03898 -1.25288 2.04710
8 C -0.28733 -0.77306 1.62142
9 O -0.20563 0.64030 1.45014
10 C -0.09201 1.09549 0.19641
11 N 0.40258 0.52919 -0.82262
12 C 0.24776 1.39348 -2.02277
13 C -0.62390 2.54301 -1.49699
14 C -0.81448 2.40336 -0.01468
15 H -0.17937 -2.69721 -1.28338
16 H 2.08743 -3.34346 -0.46337
17 H 2.78505 -2.33910 1.48143
18 H 1.50047 -0.82361 2.89261
19 H -1.10179 -0.86402 2.32863
20 H -0.21784 0.68306 -2.66937
21 H 1.27423 1.73459 -2.29008
22 H -1.63920 2.40229 -1.98036
23 H -0.16317 3.56241 -1.80837
24 H -1.78022 2.25057 0.35444
25 H -0.26942 3.23613 0.48206

Results
energy	-18289.2763	eV
multiplicity	1
HOMO-LUMO gap	8.96	eV
lowest unoccupied orbital energy	-0.09	eV
F_max	3.686	eV Å⁻¹
SMILES	F/N=C1/C=CC=C[C@H]1OC1=NCCC1